Entry 1:
The following is a DFT calculation (the ωB97M-V functional and the def2-TZVPD basis) of a structure of composition C22H45AuN4O2P2 in a non-equilibrium geometry.

```
76
Properties=species:S:1:pos:R:3:mulliken_charge:R:1
Au 0.467 0.183 -0.125 2.83
P 0.411 -1.688 -1.573 -0.55
P 0.652 2.572 0.199 -1.21
N 0.722 1.265 -2.643 0.00
C 1.291 -1.140 -3.075 -0.73
H 2.180 -1.779 -3.168 0.50
H 0.687 -1.412 -3.964 0.63
C 1.786 0.301 -3.138 -1.31
H 2.705 0.483 -2.587 0.49
H 1.910 0.611 -4.178 0.55
C 1.123 2.746 -2.561 -1.11
H 0.207 3.297 -2.856 0.47
H 1.876 2.832 -3.352 0.50
C 1.678 3.144 -1.200 -0.67
H 1.864 4.236 -1.172 0.56
H 2.650 2.633 -1.077 0.52
C 1.503 3.360 1.630 1.00
C 2.537 2.413 2.241 -1.47
H 3.327 2.161 1.523 0.39
H 2.059 1.496 2.633 0.19
H 3.004 2.917 3.100 0.54
C -0.947 3.502 -0.087 0.76
C -2.048 2.996 0.854 -1.58
H -3.002 3.030 0.309 0.43
H -2.180 3.614 1.754 0.40
H -1.887 1.950 1.164 0.25
C -1.166 -2.370 -2.201 0.99
C -1.842 -3.265 -1.160 -1.39
H -2.889 -3.388 -1.470 0.60
H -1.865 -2.778 -0.171 -0.03
H -1.376 -4.260 -1.082 0.25
C 1.440 -3.055 -0.885 0.27
C 0.996 -3.428 0.526 -0.99
H 1.768 -4.084 0.957 0.49
H 0.055 -3.992 0.502 0.27
H 0.872 -2.561 1.191 -0.06
C 2.202 -0.186 0.407 -0.80
O 3.326 -0.410 0.669 -0.54
C -0.714 5.011 -0.110 -1.70
H 0.308 5.308 0.143 0.44
H -0.920 5.372 -1.121 0.27
H -1.392 5.534 0.564 0.45
C -1.046 -3.006 -3.590 -1.63
H -1.808 -3.790 -3.690 0.38
H -1.211 -2.249 -4.375 0.42
H -0.064 -3.465 -3.763 0.39
C 1.473 -4.259 -1.820 -1.60
H 2.143 -4.991 -1.363 0.50
H 0.495 -4.735 -1.932 0.29
H 1.867 -4.028 -2.815 0.35
C 0.492 3.836 2.673 -1.53
H -0.241 3.039 2.881 0.23
H 1.022 4.096 3.601 0.44
H -0.038 4.741 2.351 0.27
H 2.027 4.245 1.225 0.60
H 2.450 -2.617 -0.832 0.58
H -1.223 3.177 -1.103 0.72
H -1.772 -1.454 -2.292 0.31
H -0.033 1.227 -3.359 0.44
H 0.025 1.104 -1.833 -0.08
C -3.807 -2.614 1.878 -1.05
N -2.553 -2.029 2.337 0.23
C -1.827 -2.566 3.363 -0.09
C -0.695 -1.905 3.795 -1.20
C -0.376 -0.671 3.207 0.42
N -0.976 -0.246 2.101 0.15
C -2.092 -0.869 1.635 0.01
O -2.675 -0.479 0.611 -0.65
N 0.559 0.240 3.702 -0.26
H -4.160 -2.019 1.021 0.29
H -4.513 -2.595 2.703 0.40
H -3.698 -3.657 1.581 0.38
H -2.198 -3.508 3.763 0.51
H -0.131 -2.325 4.623 0.45
H 0.984 -0.017 4.583 0.23
H 0.220 1.220 3.722 0.15
```

Computed properties:
Frontier orbital gap (spin up / spin down)   5.6463 / 6.1118 eV
Net charge   +2
Energy relative to the best compared isomer or geometry (same formula, charge and spin)   0.9554 eV
Spin multiplicity   3

Entry 2:
The following is a DFT calculation (the ωB97M-V functional and the def2-TZVPD basis) of a cluster of 5 separate species, C22H45B3Cl2O11S4 in total.

```
87
Properties=species:S:1:pos:R:3:mulliken_charge:R:1
C 0.268 2.178 2.999 -1.34
C 0.198 1.663 1.573 0.87
Cl 1.005 0.041 1.428 -0.22
C -1.231 1.555 1.028 -1.09
B -1.848 0.147 1.335 0.14
O -1.923 -0.403 2.613 -0.47
B -2.126 -1.766 2.658 0.81
O -1.650 -2.531 1.621 -0.58
B -1.666 -1.931 0.365 0.33
C -0.959 -2.536 -0.882 -0.33
C 0.280 -3.384 -0.552 -0.20
C 1.276 -3.396 -1.709 -0.48
Cl 1.315 -4.952 -2.618 -0.26
O -2.267 -0.678 0.306 -0.14
H 1.203 1.888 3.475 0.44
H 0.198 3.268 2.986 0.35
H -0.565 1.808 3.593 0.10
H 0.776 2.307 0.916 0.28
H -1.832 2.358 1.469 0.44
H -1.220 1.688 -0.054 0.15
H -2.752 -2.248 3.550 -0.21
H -1.680 -3.113 -1.474 -0.05
H -0.675 -1.680 -1.501 0.21
H -0.024 -4.404 -0.319 0.44
H 0.798 -2.966 0.313 0.26
H 1.012 -2.643 -2.445 0.20
H 2.292 -3.198 -1.387 0.37
C 5.386 0.336 -3.254 -0.66
C 4.446 1.058 -4.230 -0.48
C 3.011 0.811 -3.752 -0.75
S 3.117 0.584 -1.970 0.98
O 2.719 -0.762 -1.638 -0.58
O 2.498 1.696 -1.290 -0.54
C 4.898 0.710 -1.859 -0.55
H 6.423 0.632 -3.400 0.36
H 5.320 -0.745 -3.394 0.29
H 4.658 2.129 -4.212 0.20
H 4.578 0.708 -5.253 0.36
H 2.347 1.652 -3.940 0.41
H 2.583 -0.102 -4.162 0.35
H 5.238 0.049 -1.065 0.48
H 5.130 1.749 -1.621 0.13
C -3.638 -7.316 -4.680 -0.58
C -2.285 -7.205 -3.962 -0.77
C -1.864 -5.732 -4.001 0.12
S -3.389 -4.782 -4.060 1.10
O -3.463 -4.082 -5.317 -0.68
O -3.575 -4.061 -2.824 -0.63
C -4.499 -6.189 -4.121 -0.74
H -4.104 -8.287 -4.521 0.35
H -3.504 -7.180 -5.755 0.30
H -2.394 -7.531 -2.926 0.32
H -1.528 -7.835 -4.426 0.34
H -1.302 -5.425 -3.124 -0.35
H -1.298 -5.488 -4.898 0.45
H -5.354 -5.922 -4.736 0.39
H -4.818 -6.392 -3.099 0.34
C 2.577 6.331 -0.284 -0.54
C 3.269 5.613 0.883 -0.60
C 4.314 4.668 0.279 -0.19
S 4.819 5.418 -1.279 1.07
O 4.404 4.551 -2.355 -0.56
O 6.185 5.869 -1.205 -0.70
C 3.691 6.807 -1.211 -0.76
H 1.964 7.164 0.057 0.37
H 1.929 5.632 -0.817 0.26
H 3.759 6.346 1.526 0.31
H 2.558 5.060 1.495 0.24
H 5.201 4.551 0.896 0.43
H 3.892 3.693 0.033 -0.09
H 3.369 7.035 -2.224 0.42
H 4.242 7.649 -0.791 0.35
C -5.168 1.680 6.597 -0.57
C -4.720 0.228 6.384 -0.77
C -3.499 0.256 5.459 -0.29
S -2.692 1.838 5.748 1.24
O -2.770 2.633 4.546 -0.61
O -1.423 1.644 6.401 -0.72
C -3.900 2.463 6.916 -0.79
H -5.899 1.767 7.399 0.37
H -5.622 2.070 5.683 0.28
H -4.450 -0.214 7.345 0.31
H -5.515 -0.381 5.955 0.33
H -2.777 -0.528 5.669 0.37
H -3.769 0.231 4.407 0.11
H -3.984 3.538 6.778 0.41
H -3.526 2.239 7.915 0.34
```

Computed properties:
Frontier orbital gap   10.6629 eV

Entry 3:
The following is a DFT calculation (the ωB97M-V functional and the def2-TZVPD basis) of a structure of composition C22H45DyN2P3Se in a non-equilibrium geometry.

```
74
Properties=species:S:1:pos:R:3:mulliken_charge:R:1
Dy 0.426 -0.493 0.133 -0.50
P -1.614 -0.673 2.149 1.05
P 1.246 -3.046 -0.236 1.03
P -2.175 -1.007 -1.272 1.03
H -0.622 4.078 -0.492 0.32
C -1.620 3.603 -0.500 -0.63
C -2.245 3.268 0.634 -0.58
H -1.751 3.368 1.603 0.33
C -1.110 -0.025 3.805 -1.20
C -1.825 -2.465 2.562 -1.29
C -3.393 -0.197 2.242 -1.22
C 2.203 -3.000 -1.829 -1.25
C 2.410 -3.508 1.115 -1.21
C -0.012 -4.359 -0.406 -1.06
C -3.480 0.233 -1.595 -1.15
C -3.240 -2.435 -0.859 -1.31
C -1.745 -1.448 -2.997 -1.22
H -2.067 3.353 -1.482 0.36
H -3.229 2.798 0.606 0.32
H -0.734 1.003 3.734 0.33
H -0.335 -0.629 4.297 0.34
H -2.004 -0.020 4.442 0.49
H -0.858 -2.969 2.698 0.33
H -2.374 -3.012 1.782 0.28
H -2.395 -2.525 3.501 0.49
H -3.518 0.890 2.155 0.28
H -3.751 -0.524 3.229 0.52
H -4.020 -0.665 1.475 0.31
H 2.855 -3.873 -1.991 0.47
H 2.795 -2.065 -1.838 0.37
H 1.515 -2.884 -2.681 0.27
H 2.982 -4.419 0.895 0.48
H 1.878 -3.631 2.077 0.33
H 3.103 -2.661 1.270 0.39
H 0.385 -5.388 -0.496 0.53
H -0.643 -4.137 -1.287 0.24
H -0.702 -4.312 0.459 0.25
H -3.991 -0.071 -2.516 0.49
H -3.056 1.236 -1.718 0.09
H -4.201 0.261 -0.771 0.37
H -3.914 -2.622 -1.704 0.48
H -3.837 -2.227 0.032 0.40
H -2.640 -3.332 -0.681 0.25
H -2.661 -1.539 -3.594 0.52
H -1.182 -2.387 -3.050 0.25
H -1.110 -0.655 -3.416 0.33
C 1.415 2.059 -3.539 0.31
C 0.991 3.354 -3.274 0.34
C 1.085 4.401 -4.231 -0.62
C 1.640 4.146 -5.483 -0.44
C 2.120 2.862 -5.753 -0.68
C 2.040 1.842 -4.771 -0.44
Se 1.124 0.359 -2.292 0.25
H 1.347 1.032 -0.847 0.38
H 0.537 3.584 -2.312 0.15
H 0.733 5.408 -4.026 0.42
H 1.742 4.948 -6.239 0.39
H 2.562 2.662 -6.730 0.39
H 2.441 0.860 -5.011 0.38
C 3.185 -0.363 4.804 -1.24
C 2.718 0.419 3.652 0.75
C 2.769 1.763 3.290 -1.18
C 2.125 1.918 2.059 0.30
N 1.655 0.685 1.681 0.24
N 2.039 -0.191 2.674 0.35
C 1.833 3.169 1.358 -0.97
H 3.857 0.265 5.408 0.38
H 2.339 -0.705 5.436 0.29
H 3.746 -1.259 4.464 0.34
H 3.186 2.547 3.903 0.46
H 1.743 -1.184 2.711 0.01
H 0.766 3.412 1.445 0.02
H 2.397 3.978 1.839 0.40
H 2.118 3.147 0.300 0.32
```

Computed properties:
Frontier orbital gap (spin up / spin down)   5.8035 / 7.0449 eV
Net charge   +3
Energy relative to the best compared isomer or geometry (same formula, charge and spin)   0.0000 eV
Spin multiplicity   6

- What is the formula in the second record?
  C22H45B3Cl2O11S4